Here is a molecular structure, C39H52NO3PTe4Y at a distorted geometry from the OMol25 dataset. Energies are from ωB97M-V/def2-TZVPD.

Computed properties:
Total energy (eV): -88430.139
Gap between HOMO and LUMO (eV): 5.5
Total charge: -1
HOMO (eV): -3.431

Last column: Mulliken charge in e.
CARTESIAN COORDINATES (ANGSTROEM)
Y: -1.16544 0.13265 -0.17187  0.74
C: 0.40260 -0.22998 -3.08578  -0.68
C: -0.87500 -0.81065 -2.95810  0.25
C: -0.77097 -1.83471 -1.92373  0.82
C: 0.60268 -1.80274 -1.49213  -0.24
C: 1.32511 -0.85492 -2.22547  0.05
C: 2.84306 -0.79415 -2.32717  2.70
C: 3.25353 -1.76654 -3.44604  -1.96
C: 3.36055 0.60032 -2.70102  -1.58
C: 3.51427 -1.24178 -1.02518  -1.76
C: -1.43788 -3.23499 -1.84983  1.59
C: -2.96761 -3.24679 -1.80955  -1.79
C: -0.92969 -4.03616 -0.63300  -1.58
C: -0.97186 -4.03823 -3.08030  -1.56
C: -2.02687 -0.39987 -3.88364  2.37
C: -3.35330 -0.13083 -3.16219  -1.68
C: -2.25994 -1.45294 -4.98120  -1.92
C: -1.67579 0.91005 -4.61068  -2.25
H: 0.64935 0.57730 -3.75787  0.29
H: 1.03244 -2.53602 -0.83022  0.42
H: 2.81558 -1.46142 -4.39792  0.30
H: 2.89827 -2.77416 -3.22310  0.27
H: 4.34198 -1.79357 -3.55394  0.50
H: 2.84265 0.99608 -3.57584  0.19
H: 4.42574 0.54694 -2.93998  0.52
H: 3.24869 1.30996 -1.88052  0.26
H: 3.28365 -2.28375 -0.79672  0.22
H: 3.20303 -0.63237 -0.17213  0.18
H: 4.60018 -1.15535 -1.11452  0.61
H: -3.35680 -2.68807 -0.95559  0.02
H: -3.31556 -4.27828 -1.71467  0.63
H: -3.40355 -2.84131 -2.71963  0.24
H: -0.95843 -3.46061 0.29028  -0.05
H: 0.08779 -4.39793 -0.79174  0.33
H: -1.56585 -4.91123 -0.48877  0.54
H: -1.35835 -3.63621 -4.01265  0.22
H: -1.30356 -5.07688 -2.99159  0.47
H: 0.11912 -4.03006 -3.14002  0.17
H: -3.66470 -0.94076 -2.50997  0.05
H: -4.13936 0.01157 -3.90952  0.54
H: -3.30174 0.79017 -2.57821  0.39
H: -2.75506 -2.34363 -4.59904  0.27
H: -1.31904 -1.75164 -5.44834  0.29
H: -2.90667 -1.02753 -5.75312  0.55
H: -1.46014 1.70425 -3.89365  0.30
H: -2.53345 1.22012 -5.21135  0.50
H: -0.82409 0.79110 -5.28338  0.38
Te: -2.40796 -1.52048 1.87512  -0.58
Te: -3.70476 -2.78871 3.77358  -0.39
Te: -5.79720 1.03688 2.22981  -0.44
Te: -3.94604 0.38471 0.44135  -0.26
C: -3.34200 4.33242 1.14369  -1.72
C: -2.19086 3.49612 0.62635  2.30
C: -0.96785 4.35605 0.31348  -1.62
O: -1.79481 2.49111 1.60014  0.38
C: -2.57159 2.74716 -0.68139  -0.96
O: -3.56190 3.00297 -1.33049  -0.61
O: -1.56048 2.01080 -1.10969  -0.16
H: -2.99680 4.98186 1.95340  0.46
H: -4.14090 3.68756 1.51341  0.11
H: -3.74190 4.95254 0.34275  0.39
H: -0.69863 4.94029 1.19794  0.44
H: -1.17842 5.04881 -0.50370  0.47
H: -0.12979 3.72340 0.03569  0.05
H: -1.60456 2.96071 2.42326  -0.20
N: 1.13550 1.49775 -0.33730  1.64
C: 2.08117 1.83287 0.67811  -0.66
C: 3.03259 2.82355 0.42761  -0.37
C: 3.99647 3.12927 1.36968  -0.87
C: 4.03576 2.43920 2.57609  -0.66
C: 3.06753 1.49059 2.84344  -0.12
C: 2.06392 1.19286 1.92415  -0.46
P: 0.60835 0.16118 2.34377  2.15
C: 1.42520 -1.30698 3.04597  0.50
C: 1.74524 -1.44415 4.39366  -0.64
C: 2.47888 -2.53713 4.83057  -0.77
C: 2.89244 -3.50639 3.92889  -0.73
C: 2.56062 -3.38594 2.58701  -0.68
C: 1.83071 -2.29391 2.15100  -0.14
C: -0.05088 1.06303 3.78525  0.99
C: 0.19806 2.42181 3.98345  -1.17
C: -0.45193 3.11464 4.99326  -0.33
C: -1.36698 2.46361 5.81183  -0.67
C: -1.61573 1.11325 5.62476  -0.81
C: -0.95867 0.41437 4.62276  -0.79
H: 1.09041 2.20110 -1.06515  0.50
H: 1.39223 0.63201 -0.83131  -1.32
H: 3.01110 3.34933 -0.52018  0.51
H: 4.72889 3.89771 1.15701  0.39
H: 4.80151 2.65871 3.30855  0.40
H: 3.06785 0.98073 3.80035  0.45
H: 1.41742 -0.69983 5.10809  0.44
H: 2.72832 -2.62873 5.88012  0.41
H: 3.46742 -4.35685 4.27223  0.37
H: 2.86648 -4.14541 1.87838  0.48
H: 1.57156 -2.19549 1.10334  0.20
H: 0.89278 2.94976 3.34225  0.22
H: -0.24915 4.16916 5.13530  0.45
H: -1.88762 3.01067 6.58703  0.39
H: -2.34275 0.59507 6.23580  0.44
H: -1.17780 -0.64007 4.50010  0.46

Cartesian forces (eV/Å) of the 6 atoms listed first:
1.9 0.5 -0.5
-0.1 0.1 0.1
-0.1 -0.2 0.4
0.2 -0.4 -0.4
-0.3 0.2 0.1
0.0 -0.3 0.1

Here is a molecular structure, C39H53EuGeN6O2 at a distorted geometry from the OMol25 dataset. Energies are from ωB97M-V/def2-TZVPD.

Computed properties:
Total energy (eV): -130145.118
Gap between HOMO and LUMO (spin up / spin down) (eV): 5.5 / 5.6
2S+1: 7
Total charge: +4
HOMO (spin up / spin down) (eV): -17.944 / -17.961

Last column: Löwdin spin population.
CARTESIAN COORDINATES (ANGSTROEM)
Eu: -0.35585 1.72010 1.27818  6.10
C: -6.69932 1.03852 3.57014  0.00
C: -5.47332 1.57290 2.84231  -0.01
C: -5.27908 1.18290 1.51381  0.00
C: -4.08406 1.50628 0.88049  0.00
C: -3.88289 0.02121 -1.42371  0.00
N: -2.70512 -0.37651 -2.19963  0.00
C: -2.64419 -0.50141 -3.67703  0.00
C: -1.18270 -0.89989 -3.93809  0.00
C: -0.19137 0.20261 -3.53585  0.00
N: 1.15950 -0.28602 -3.89703  0.00
C: 2.31423 0.17081 -3.51098  0.00
C: 2.68289 1.20706 -2.56400  0.00
C: 3.75608 1.94478 -3.13515  0.00
C: 4.26961 3.11464 -2.59419  0.00
C: 5.46899 3.76095 -3.17419  0.00
C: 3.68557 3.53133 -1.41612  0.00
C: 2.61995 2.88331 -0.77365  0.00
C: 2.14228 3.67575 0.37348  0.00
N: 1.23393 3.42602 1.25073  -0.02
C: 0.90516 4.51988 2.18517  0.00
C: 1.07389 4.28816 3.69554  0.00
C: 0.19133 3.10203 4.26300  0.00
N: -0.95225 2.77988 3.36782  -0.01
C: -2.14353 3.06252 3.72772  0.00
C: -3.28082 2.61643 2.90443  -0.01
C: -4.50790 2.26741 3.54848  0.00
C: -3.15901 2.32021 1.53755  0.00
O: -2.09169 2.69957 0.82759  -0.04
C: 2.14946 1.68481 -1.33025  0.00
O: 1.16218 0.94537 -0.68894  -0.01
H: -6.63384 -0.05626 3.77389  0.00
H: -7.62457 1.19626 2.99360  0.00
H: -6.81724 1.52595 4.56966  0.00
H: -5.99915 0.55207 1.02821  0.00
H: -4.65313 0.58986 -1.95776  0.00
H: -1.98405 0.28550 -1.93735  0.00
H: -2.80951 0.42333 -4.18024  0.00
H: -3.35081 -1.24813 -4.05403  0.00
H: -0.96950 -1.14309 -5.02043  0.00
H: -0.94931 -1.79373 -3.37625  0.00
H: -0.19666 0.45257 -2.45416  0.00
H: -0.34241 1.11549 -4.10620  0.00
H: 1.15156 -0.93800 -4.68241  0.00
H: 3.16461 -0.23210 -4.05223  0.00
H: 4.22634 1.51283 -4.01251  0.00
H: 5.95423 3.12845 -3.91894  0.00
H: 6.21487 4.06242 -2.42527  0.00
H: 5.19137 4.66260 -3.68687  0.00
H: 3.99421 4.45760 -0.99369  0.00
H: 2.65437 4.64741 0.42485  0.00
H: -0.14387 4.80277 1.95708  0.00
H: 1.46921 5.42647 1.98353  0.00
H: 0.83453 5.20359 4.21643  0.00
H: 2.10370 4.12236 3.92011  0.00
H: -0.08438 3.31772 5.32621  0.00
H: 0.84709 2.20486 4.27536  0.00
H: -2.34087 3.60176 4.65781  0.00
H: -4.66440 2.48231 4.59886  0.00
N: -4.50288 -1.22651 -0.93888  0.00
C: -3.35015 0.81051 -0.26025  0.00
N: -2.38917 -0.10738 0.47232  -0.01
C: -2.77006 -1.33577 0.66040  0.00
C: -1.95234 -2.24023 1.43637  0.00
C: -2.45498 -3.46962 1.70435  0.00
C: -3.80781 -3.85223 1.29880  0.00
C: -4.56634 -3.07985 0.53407  0.00
C: -4.02259 -1.86690 0.05823  0.00
H: -5.27584 -1.60299 -1.45661  0.00
H: -2.73868 1.58346 -0.75165  0.00
H: -0.99874 -1.91356 1.85772  0.00
H: -1.84895 -4.16104 2.30023  0.00
H: -4.16718 -4.83478 1.56548  0.00
H: -5.55367 -3.35726 0.21795  0.00
C: 5.18551 -3.65387 0.65239  0.00
C: 5.16843 -2.54510 1.70232  0.00
C: 3.89524 -1.73152 1.71026  0.00
C: 3.53738 -1.06398 0.32688  0.00
Ge: 1.58342 -0.81516 0.12958  0.00
C: 0.58485 -2.16988 -0.77226  0.00
C: 0.89359 -3.64137 -0.23282  0.00
C: 1.73902 -4.51156 -1.13566  0.00
C: 1.23628 -4.76318 -2.51633  0.00
H: 6.11417 -4.21212 0.72542  0.00
H: 5.17433 -3.25923 -0.35818  0.00
H: 4.38790 -4.39430 0.69860  0.00
H: 6.02892 -1.87918 1.60940  0.00
H: 5.33072 -2.93547 2.69352  0.00
H: 4.00797 -0.89799 2.43822  0.00
H: 3.11130 -2.36872 2.01803  0.00
H: 3.80033 -1.59564 -0.57841  0.00
H: 3.92510 -0.02982 0.34593  0.00
H: 0.93045 -0.62863 1.29298  0.00
H: 0.74264 -2.03170 -1.85370  0.00
H: -0.45435 -1.93283 -0.60862  0.00
H: -0.09326 -4.09159 -0.10835  0.00
H: 1.25389 -3.68251 0.80601  0.00
H: 1.74733 -5.49129 -0.59717  0.00
H: 2.78636 -4.20404 -1.11597  0.00
H: 0.23768 -5.11865 -2.59102  0.00
H: 1.89010 -5.41542 -3.08095  0.00
H: 1.22983 -3.82561 -3.07347  0.00

Cartesian forces (eV/Å) of the 6 atoms listed first:
-0.4 -0.6 0.2
-0.3 0.1 0.7
-1.3 -0.7 0.5
1.2 0.0 0.0
-0.3 -0.4 -0.2
-0.2 -0.2 -0.8